(1)
ORCA calculation (ωB97M-V with the def2-TZVPD basis set) on one molecule with the formula C5H10O2.

```
17
Properties=species:S:1:pos:R:3:nbo_charge:R:1
H 2.403 0.260 1.461 0.4608
O -2.037 -0.283 -0.574 -0.5320
H 0.149 1.852 0.676 0.2103
C -0.277 1.153 -0.052 -0.4288
C -1.765 0.905 0.153 -0.0620
H 1.840 -1.577 -0.597 0.1844
C 0.235 -0.281 0.116 -0.2856
C 1.712 -0.582 -0.159 -0.0560
H -0.629 -1.308 -1.661 0.1727
H -1.050 -2.040 -0.099 0.1800
H -1.973 0.759 1.226 0.1581
H -0.095 1.544 -1.062 0.2049
H -2.424 1.693 -0.223 0.1921
C -0.860 -1.087 -0.610 -0.0623
O 2.429 -0.623 1.069 -0.7147
H 0.170 -0.530 1.180 0.2126
H 2.172 0.145 -0.846 0.1654
```

As for the maximum force: 0.366 eV/A. As for the total energy: -9441.3036 eV. As for the charge: 0. The orbital gap is 10.571 eV. The relative energy (zero: lowest compared OMol25 entry of this formula, charge and spin) comes out at 1.739 eV. The calculation puts the HOMO energy at -9.678 eV.

---

(2)
ORCA calculation (ωB97M-V with the def2-TZVPD basis set) on one molecule with the formula C5H10O2.

```
17
Properties=species:S:1:pos:R:3:nbo_charge:R:1
H 0.998 -1.745 0.536 0.1724
H 2.289 -1.136 1.609 0.1947
H -0.579 1.813 1.044 0.4737
C -1.697 0.816 -0.165 0.0995
H -2.006 -1.336 0.356 0.2233
C 1.838 -1.042 0.619 -0.2573
O 1.418 0.295 0.468 -0.5475
H -2.667 0.925 -0.638 0.1912
C -0.641 -0.015 -0.843 -0.3062
H 1.388 0.057 -1.582 0.1752
H 2.583 -1.311 -0.146 0.1674
H -0.729 -0.471 1.338 0.2219
H 0.788 1.595 -0.928 0.2031
H -0.912 -0.528 -1.763 0.2205
C 0.788 0.510 -0.780 -0.0790
C -1.319 -0.499 0.424 -0.4560
O -1.325 2.007 0.460 -0.6968
```

As for the maximum force: 0.319 eV/A. As for the total energy: -9440.4132 eV. As for the charge: 0. The orbital gap is 10.382 eV. The relative energy (zero: lowest compared OMol25 entry of this formula, charge and spin) comes out at 2.630 eV. The calculation puts the HOMO energy at -9.383 eV.

---

Copy entry 2 word for word.
ORCA calculation (ωB97M-V with the def2-TZVPD basis set) on one molecule with the formula C5H10O2.

```
17
Properties=species:S:1:pos:R:3:nbo_charge:R:1
H 0.998 -1.745 0.536 0.1724
H 2.289 -1.136 1.609 0.1947
H -0.579 1.813 1.044 0.4737
C -1.697 0.816 -0.165 0.0995
H -2.006 -1.336 0.356 0.2233
C 1.838 -1.042 0.619 -0.2573
O 1.418 0.295 0.468 -0.5475
H -2.667 0.925 -0.638 0.1912
C -0.641 -0.015 -0.843 -0.3062
H 1.388 0.057 -1.582 0.1752
H 2.583 -1.311 -0.146 0.1674
H -0.729 -0.471 1.338 0.2219
H 0.788 1.595 -0.928 0.2031
H -0.912 -0.528 -1.763 0.2205
C 0.788 0.510 -0.780 -0.0790
C -1.319 -0.499 0.424 -0.4560
O -1.325 2.007 0.460 -0.6968
```

As for the maximum force: 0.319 eV/A. As for the total energy: -9440.4132 eV. As for the charge: 0. The orbital gap is 10.382 eV. The relative energy (zero: lowest compared OMol25 entry of this formula, charge and spin) comes out at 2.630 eV. The calculation puts the HOMO energy at -9.383 eV.